(1)
One molecule with the formula C5H6O3, computed with ωB97M-V/def2-TZVPD.

XYZ file:
```
14
C5H6O3 | OMol25 | ωB97M-V/def2-TZVPD
O -1.710 1.106 0.052
C -0.747 0.616 0.688
C -0.638 -0.905 0.488
O -0.657 -1.067 -1.016
C 0.471 -1.192 -0.402
C 1.365 -0.053 -0.510
O 1.672 0.505 0.817
C 0.562 1.108 0.047
H -1.732 0.677 -0.874
H -0.744 0.714 1.851
H -1.317 -1.517 0.956
H 0.821 -2.143 -0.198
H 2.119 0.102 -1.344
H 0.536 2.049 -0.556
```

## Properties
M: 114.10 g mol⁻¹
Gap between HOMO and LUMO: 10.883 eV
SMILES string: OC1[C@H]2O[C@H]2[C@@H]2O[C@H]12
Energy above the lowest of the compared OMol25 structures with the same formula, charge and spin: 97.5 kcal per mole
HOMO: -9.96 eV

Mulliken atomic charge list, values in e, 8 entries: number 1, O, carries -0.552; number 2, C, carries -0.165; number 3, C, carries -0.560; number 4, O, carries -0.517; number 5, C, carries -0.043; number 6, C, carries -0.194; number 7, O, carries -0.445; number 8, C, carries -0.159

---

(2)
C41H29Br4N2O2P2V as an isolated structure, computed with ωB97M-V/def2-TZVPD.

XYZ file:
```
81
C41H29Br4N2O2P2V | OMol25 | ωB97M-V/def2-TZVPD
V -0.570 -0.400 -0.921
N -1.345 2.759 -0.602
P 0.085 1.884 -0.706
C 1.417 2.871 -0.081
C 2.106 2.454 1.054
C 3.136 3.238 1.550
C 3.468 4.424 0.913
C 2.783 4.837 -0.224
C 1.759 4.060 -0.733
C 0.355 1.521 -2.465
C 1.656 1.206 -2.890
C 1.874 0.797 -4.188
C 0.805 0.685 -5.076
C -0.477 1.026 -4.679
C -0.706 1.455 -3.377
C -2.530 2.071 -0.652
C -3.739 2.758 -0.497
C -4.918 2.064 -0.607
C -4.873 0.694 -0.873
C -3.653 0.088 -0.991
N -2.464 0.742 -0.872
H -1.371 3.747 -0.398
H 1.844 1.522 1.534
H 3.680 2.922 2.429
H 4.274 5.033 1.300
H 3.056 5.760 -0.717
H 1.243 4.367 -1.635
H 2.489 1.291 -2.201
H 2.877 0.567 -4.521
H 0.985 0.353 -6.090
H -1.300 0.973 -5.378
H -1.704 1.759 -3.090
H -3.723 3.822 -0.307
H -5.864 2.576 -0.494
H -5.773 0.108 -0.983
H -3.585 -0.970 -1.182
Br 3.888 -4.635 -3.860
C 3.135 -3.260 -2.839
C 3.949 -2.487 -1.969
Br 5.792 -2.807 -1.886
C 3.406 -1.487 -1.176
Br 4.433 -0.314 -0.136
C 2.021 -1.287 -1.230
O 1.312 -0.451 -0.494
C 1.257 -1.977 -2.173
O 0.006 -1.534 -2.173
C 1.779 -2.995 -2.967
Br 0.634 -3.876 -4.151
C 3.082 -3.313 2.755
C 3.107 -1.930 2.870
C 1.996 -1.185 2.512
C 0.842 -1.826 2.060
C 0.823 -3.216 1.939
C 1.945 -3.953 2.286
P -0.589 -0.881 1.541
C -1.094 0.320 2.776
C -0.427 0.517 3.984
C -0.910 1.448 4.892
C -2.053 2.177 4.604
C -2.731 1.973 3.408
C -2.255 1.049 2.495
C -1.853 -2.028 1.084
C -2.718 -2.916 1.719
C -3.380 -3.827 0.914
C -3.141 -3.871 -0.466
C -2.276 -2.983 -1.087
C -1.656 -2.017 -0.290
H 3.953 -3.893 3.030
H 3.997 -1.431 3.227
H 2.037 -0.108 2.586
H -0.057 -3.729 1.576
H 1.926 -5.031 2.196
H 0.445 -0.069 4.232
H -0.397 1.592 5.833
H -2.427 2.896 5.321
H -3.637 2.526 3.196
H -2.802 0.874 1.576
H -2.858 -2.909 2.792
H -4.065 -4.538 1.355
H -3.639 -4.629 -1.057
H -2.096 -3.045 -2.153
```

## Properties
Charge: +2
M: 1014.20 g mol⁻¹
Gap between HOMO and LUMO (spin up / spin down): 5.902 / 5.911 eV
Energy above the lowest of the compared OMol25 structures with the same formula, charge and spin: 15.6 kcal per mole
HOMO (spin up / spin down): -13.04 / -13.04 eV

Mulliken atomic charge list, values in e, 8 entries: number 1, V, carries -1.490; number 2, N, carries 0.054; number 3, P, carries 2.510; number 4, C, carries 0.576; number 5, C, carries 0.229; number 6, C, carries -0.930; number 7, C, carries -0.555; number 8, C, carries -0.849

---

(3)
C2H8NOPS as an isolated structure, computed with ωB97M-V/def2-TZVPD.

XYZ file:
```
14
C2H8NOPS | OMol25 | ωB97M-V/def2-TZVPD
C 0.203 1.568 -1.035
C -0.539 -1.197 1.913
N 0.387 0.547 -0.065
O 1.797 -1.324 -1.117
P -0.836 -0.180 0.437
S -2.758 0.445 0.247
H -0.807 1.501 -1.423
H 0.102 2.472 -0.324
H 1.060 1.479 -1.752
H 0.524 -1.537 1.813
H -0.560 -0.416 2.699
H -1.307 -1.992 1.873
H 0.870 -0.416 -1.179
H 1.867 -0.952 -2.086
```

## Properties
M: 125.13 g mol⁻¹
Gap between HOMO and LUMO: 8.263 eV
Energy above the lowest of the compared OMol25 structures with the same formula, charge and spin: 129.5 kcal per mole
HOMO: -9.34 eV

Mulliken atomic charge list, values in e, 8 entries: number 1, C, carries -0.821; number 2, C, carries -0.772; number 3, N, carries -0.329; number 4, O, carries -0.652; number 5, P, carries 0.488; number 6, S, carries -0.360; number 7, H, carries 0.322; number 8, H, carries 0.278

---

(4)
C10H18CeClIN2OP as an isolated structure, computed with ωB97M-V/def2-TZVPD.

XYZ file:
```
35
C10H18CeClIN2OP | OMol25 | ωB97M-V/def2-TZVPD
C 0.082 0.235 -3.695
I -1.725 -2.410 -2.302
H 0.889 0.954 -3.832
H -0.901 0.525 -4.118
H 0.255 -0.811 -4.007
Ce -0.421 0.111 -1.452
P 1.193 -1.801 0.089
C 0.749 -3.553 0.367
C 2.609 -1.996 -1.080
H 2.512 -0.427 1.585
H 2.953 -2.175 1.711
H 1.453 -1.559 2.506
C 2.120 -1.455 1.635
H 3.101 -1.020 -1.233
H 3.310 -2.714 -0.618
H 1.673 -4.152 0.433
H 0.128 -3.896 -0.476
H 2.257 -2.378 -2.051
H 0.177 -3.643 1.304
C -1.752 -1.388 0.474
O -2.656 -1.764 1.075
Cl 1.678 1.634 -1.233
N -2.014 2.327 -0.852
C -1.738 2.235 0.565
C -2.404 3.046 1.492
C -2.110 2.844 2.832
C -1.169 1.866 3.189
C -0.527 1.141 2.193
N -0.882 1.279 0.883
H -2.969 2.004 -0.986
H -2.100 3.313 -1.089
H -3.112 3.790 1.118
H -2.636 3.394 3.611
H -0.870 1.708 4.225
H 0.228 0.373 2.394
```

## Properties
Charge: +2
M: 515.71 g mol⁻¹
Gap between HOMO and LUMO (spin up / spin down): 6.582 / 5.480 eV
Spin multiplicity: 2
HOMO (spin up / spin down): -16.10 / -16.08 eV

Mulliken atomic charge list, values in e, 8 entries: number 1, C, carries -0.905; number 2, I, carries -0.053; number 3, H, carries 0.449; number 4, H, carries 0.455; number 5, H, carries 0.431; number 6, Ce, carries 0.619; number 7, P, carries 0.908; number 8, C, carries -1.188

---

(5)
C8H16Br4O4Sr as an isolated structure, computed with ωB97M-V/def2-TZVPD.

XYZ file:
```
33
C8H16Br4O4Sr | OMol25 | ωB97M-V/def2-TZVPD
Sr -0.516 1.778 1.055
O 1.943 -4.924 0.695
C 2.457 -4.319 1.876
C 3.003 -2.803 1.855
O 2.161 -1.905 1.114
H 3.313 -4.888 2.239
H 1.701 -4.566 2.622
H 3.928 -2.691 1.289
H 3.234 -2.663 2.911
O -2.127 0.885 -2.608
C -2.578 1.951 -3.463
C -2.808 3.410 -2.979
O -2.058 3.937 -1.875
H -3.446 1.654 -4.052
H -1.789 1.990 -4.214
H -3.847 3.447 -2.649
H -2.820 4.098 -3.824
Br -3.816 -1.956 2.591
C -3.626 -3.869 3.187
C -4.327 -4.926 2.113
Br -3.486 -4.599 0.419
H -4.192 -3.952 4.114
H -2.559 -4.031 3.343
H -5.356 -4.580 2.025
H -4.193 -5.916 2.548
Br 3.654 2.986 -2.346
C 3.775 4.949 -1.983
C 4.346 5.342 -0.715
Br 3.357 4.439 0.765
H 2.709 5.171 -2.027
H 4.361 5.293 -2.835
H 4.281 6.411 -0.513
H 5.318 4.850 -0.681
```

## Properties
Charge: -2
M: 583.45 g mol⁻¹
Gap between HOMO and LUMO: 2.235 eV
Energy above the lowest of the compared OMol25 structures with the same formula, charge and spin: 229.1 kcal per mole
HOMO: 0.25 eV

Mulliken atomic charge list, values in e, 8 entries: number 1, Sr, carries 0.804; number 2, O, carries -0.774; number 3, C, carries -0.348; number 4, C, carries -0.337; number 5, O, carries -0.644; number 6, H, carries 0.227; number 7, H, carries 0.185; number 8, H, carries 0.208

---

(6)
C7H20N4W as an isolated structure, computed with ωB97M-V/def2-TZVPD.

XYZ file:
```
32
C7H20N4W | OMol25 | ωB97M-V/def2-TZVPD
W -0.853 -0.858 -0.494
N 0.112 -0.206 -2.170
C 0.644 1.193 -2.111
C 1.440 1.566 -0.883
N 0.650 0.879 0.327
C -0.267 1.862 1.091
C -1.420 0.884 1.601
N -2.179 0.134 0.585
C 1.535 0.135 1.244
C 1.679 -1.394 0.908
N 0.419 -2.114 0.698
H 0.969 -0.693 -2.361
H -0.461 -0.309 -3.060
H -0.174 1.933 -2.146
H 1.376 1.467 -2.900
H 1.536 2.695 -0.926
H 2.492 1.097 -0.929
H -0.834 2.522 0.366
H 0.439 2.544 1.682
H -2.120 1.599 2.101
H -1.054 0.174 2.350
H -2.832 0.812 0.148
H -2.858 -0.513 1.054
H 1.042 0.274 2.231
H 2.491 0.625 1.378
H 2.233 -1.831 1.810
H 2.310 -1.560 -0.010
H 0.118 -2.419 1.611
H 0.576 -2.874 0.022
C -2.043 -2.241 -0.959
H -1.796 -3.283 -1.126
H -3.174 -2.099 -1.132
```

## Properties
Charge: +4
M: 344.11 g mol⁻¹
Gap between HOMO and LUMO: 6.542 eV
HOMO: -26.08 eV

Mulliken atomic charge list, values in e, 8 entries: number 1, W, carries 1.287; number 2, N, carries -0.501; number 3, C, carries -0.551; number 4, C, carries -0.728; number 5, N, carries 0.039; number 6, C, carries -0.603; number 7, C, carries -0.705; number 8, N, carries -0.564